A single C5H6O2 molecule, computed with ωB97M-V/def2-TZVPD.

The value obtained for the energy above the lowest of the compared OMol25 structures with the same formula, charge and spin is 35.6 kcal per mole. Its total energy is -344.545120 hartree. For the HOMO-LUMO gap, the calculation gives 9.44 eV. Its SMILES is CC1=COCC1=O. Its multiplicity is 1. For the molar mass, the calculation gives 98.10 Da.

```
13
Properties=species:S:1:pos:R:3:nbo_charge:R:1
C 1.09 1.33 0.62 -0.614
C 0.71 -0.02 0.09 -0.265
C 0.41 -0.05 -1.22 0.250
O -0.74 -0.64 -1.55 -0.457
C -1.31 -1.13 -0.33 -0.187
C -0.27 -0.88 0.76 0.524
O -0.35 -1.26 1.91 -0.542
H 0.14 1.88 0.59 0.206
H 1.79 1.87 -0.03 0.219
H 1.44 1.28 1.65 0.228
H 0.97 0.44 -2.01 0.198
H -2.20 -0.54 -0.06 0.218
H -1.58 -2.16 -0.51 0.223
```

A molecular structure, C12H16Br2O12Pd at a distorted geometry, computed with ωB97M-V/def2-TZVPD.

The value obtained for the energy above the lowest of the compared OMol25 structures with the same formula, charge and spin is 133.1 kcal per mole. The expectation value of S² is 2.01. Its total energy is -6645.483831 hartree. For the HOMO-LUMO gap (alpha / beta), the calculation gives 6.67 / 3.41 eV. Its multiplicity is 3. For the molar mass, the calculation gives 618.48 Da.

```
43
Properties=species:S:1:pos:R:3:nbo_charge:R:1
Pd -0.32 -4.15 -22.43 0.869
Br 2.94 -3.41 -23.31 -0.849
Br -2.28 -1.97 -24.55 -0.028
C 0.99 1.02 -17.29 -0.102
C 1.45 1.56 -18.63 -0.092
O 0.70 0.88 -19.52 -0.474
C 0.39 -0.30 -19.03 0.970
O 0.09 -1.32 -19.62 -0.575
O 0.49 -0.25 -17.69 -0.489
H 0.23 1.74 -16.96 0.185
H 1.83 0.90 -16.60 0.202
H 2.52 1.48 -18.84 0.186
H 1.14 2.60 -18.74 0.190
C -2.86 -7.65 -27.14 -0.103
C -1.36 -7.97 -27.31 -0.098
O -0.90 -7.37 -26.13 -0.478
C -1.88 -7.35 -25.21 0.967
O -1.71 -6.96 -24.05 -0.614
O -3.02 -7.71 -25.72 -0.467
H -3.44 -8.40 -27.67 0.202
H -3.12 -6.64 -27.47 0.193
H -0.97 -7.38 -28.14 0.211
H -1.15 -9.03 -27.29 0.191
C 3.09 -9.18 -18.52 -0.109
C 2.18 -8.84 -17.34 -0.095
O 1.21 -8.04 -17.96 -0.484
C 1.61 -7.69 -19.20 0.959
O 1.10 -6.82 -19.92 -0.584
O 2.76 -8.28 -19.55 -0.459
H 2.99 -10.18 -18.94 0.187
H 4.15 -9.10 -18.27 0.198
H 2.62 -8.19 -16.58 0.191
H 1.70 -9.72 -16.90 0.197
C -5.46 -5.84 -17.40 -0.104
C -4.50 -7.03 -17.37 -0.107
O -3.94 -6.92 -18.65 -0.477
C -3.90 -5.60 -18.96 0.961
O -3.27 -5.12 -19.95 -0.606
O -4.77 -4.92 -18.26 -0.465
H -5.72 -5.53 -16.39 0.207
H -6.40 -6.00 -17.91 0.194
H -5.11 -7.91 -17.18 0.204
H -3.65 -7.03 -16.69 0.195
```

A gas-phase ion, C5H9BrN3O (charge +1) at a distorted geometry, computed with ωB97M-V/def2-TZVPD.

The value obtained for the energy above the lowest of the compared OMol25 structures with the same formula, charge and spin is 5.2 kcal per mole. Its total energy is -3009.167601 hartree. For the HOMO-LUMO gap (alpha / beta), the calculation gives 7.87 / 7.87 eV. Its SMILES is CC(=[NH2+])/C(Br)=C\N=C(/N)O. Its multiplicity is 1. For the molar mass, the calculation gives 207.05 Da. Its net charge is +1.

```
19
Properties=species:S:1:pos:R:3:nbo_charge:R:1
C -3.07 -1.04 0.31 -0.718
C -1.62 -0.76 0.28 0.460
N -0.83 -0.77 1.34 -0.685
C -0.90 0.00 -0.99 -0.244
Br -1.81 0.11 -2.68 0.098
C 0.35 0.56 -0.97 0.037
N 1.05 0.65 0.12 -0.653
C 2.31 0.86 0.06 0.812
N 3.25 0.30 -0.73 -0.786
O 2.87 1.64 0.93 -0.622
H -3.22 -1.84 0.97 0.248
H -3.49 -1.30 -0.63 0.277
H -3.73 -0.28 0.58 0.285
H 0.04 -0.20 1.32 0.451
H -1.26 -0.93 2.28 0.420
H 0.45 1.15 -1.92 0.237
H 3.07 -0.48 -1.33 0.414
H 4.28 0.23 -0.52 0.443
H 2.27 2.08 1.59 0.526
```

A single C3H5N3OS molecule at a distorted geometry, computed with ωB97M-V/def2-TZVPD.

The value obtained for the energy above the lowest of the compared OMol25 structures with the same formula, charge and spin is 99.2 kcal per mole. Its total energy is -754.880979 hartree. For the HOMO-LUMO gap, the calculation gives 9.08 eV. Its SMILES is O/N=C1\CN=CN1S. Its multiplicity is 1. For the molar mass, the calculation gives 131.16 Da.

```
13
Properties=species:S:1:pos:R:3:nbo_charge:R:1
O 2.16 -1.20 -0.13 -0.596
N 0.82 -1.48 0.17 -0.167
C 0.22 -0.34 0.09 0.338
C 0.92 0.93 -0.18 -0.333
N -0.12 1.92 -0.16 -0.428
C -1.19 1.24 0.07 0.238
N -1.12 -0.08 0.13 -0.571
S -2.50 -1.00 -0.28 0.211
H 2.63 -2.13 -0.55 0.487
H 1.44 0.98 -1.14 0.237
H 1.66 1.17 0.53 0.239
H -2.12 1.75 0.49 0.208
H -2.78 -1.76 0.95 0.138
```

A single CH4BrN molecule at a distorted geometry, computed with ωB97M-V/def2-TZVPD.

The value obtained for the energy above the lowest of the compared OMol25 structures with the same formula, charge and spin is 80.7 kcal per mole. Its total energy is -2669.084794 hartree. For the HOMO-LUMO gap (alpha / beta), the calculation gives 8.04 / 8.04 eV. Its multiplicity is 1. For the molar mass, the calculation gives 109.95 Da.

```
7
Properties=species:S:1:pos:R:3:nbo_charge:R:1
C 0.22 -0.13 1.22 -0.656
N -0.78 0.10 -2.28 -0.857
Br -0.43 0.78 -0.61 0.563
H 0.10 0.42 2.22 0.238
H 1.18 -0.33 1.05 0.187
H -0.33 -1.13 1.17 0.222
H 0.05 0.29 -2.76 0.303
```

7 unconnected molecules or ions with the total composition C11H35NO7 at a distorted geometry, computed with ωB97M-V/def2-TZVPD.

The expectation value of S² is 0.75. Its total energy is -1021.140547 hartree. For the HOMO-LUMO gap (alpha / beta), the calculation gives 9.28 / 4.72 eV. Its multiplicity is 2. For the molar mass, the calculation gives 293.40 Da. Its net charge is +1.

```
54
Properties=species:S:1:pos:R:3:nbo_charge:R:1
C 3.44 -2.07 0.34 -0.261
O 4.69 -2.04 1.04 -0.698
H 2.60 -1.53 0.77 0.154
H 3.63 -1.78 -0.70 0.176
H 3.11 -3.09 0.14 0.165
H 4.45 -1.61 1.87 0.467
C 2.61 3.98 -3.86 -0.264
O 1.98 3.65 -2.67 -0.724
H 2.25 5.01 -3.93 0.185
H 3.69 4.12 -3.80 0.157
H 2.24 3.47 -4.74 0.168
H 2.04 2.69 -2.60 0.474
O 1.96 0.64 -2.39 -1.014
H 1.53 -0.21 -2.44 0.488
H 2.86 0.44 -2.12 0.500
O 4.52 0.16 -2.08 -0.944
H 4.98 -0.54 -2.55 0.489
H 4.80 0.97 -2.52 0.489
O 1.83 -2.27 -3.33 -0.959
H 1.75 -2.31 -4.29 0.485
H 2.51 -2.92 -3.13 0.477
O -0.83 1.69 -3.14 -0.930
H 0.12 1.63 -3.15 0.486
H -1.08 1.45 -2.25 0.445
C -1.00 -1.23 -0.73 -0.598
C -1.28 -0.77 0.78 0.080
C -0.63 0.64 0.86 -0.416
C -0.98 1.29 2.16 -0.421
C -2.47 1.36 2.52 -0.418
C -3.08 -0.02 2.38 0.069
N -2.69 -0.62 1.12 0.231
O -3.32 -1.85 0.88 -0.426
C -2.74 -0.92 3.64 -0.625
C -4.61 0.14 2.36 -0.666
C -0.45 -1.80 1.67 -0.604
H -1.41 -0.54 -1.46 0.226
H -1.64 -2.10 -0.92 0.232
H 0.07 -1.39 -0.85 0.241
H 0.44 0.49 0.69 0.249
H -0.87 1.29 0.02 0.222
H -0.60 2.31 2.10 0.247
H -0.42 0.81 2.96 0.207
H -2.96 2.15 1.95 0.237
H -2.58 1.72 3.55 0.252
H -3.48 -0.65 4.39 0.249
H -2.96 -1.98 3.68 0.251
H -1.75 -0.75 4.07 0.233
H -5.02 0.58 3.27 0.264
H -4.98 0.79 1.57 0.238
H -5.27 -0.72 2.33 0.227
H -0.25 -1.43 2.67 0.221
H 0.53 -2.06 1.27 0.246
H -1.03 -2.72 1.81 0.235
H -4.23 -1.56 0.78 0.507
```

A single C9H11N3OS molecule at a distorted geometry, computed with ωB97M-V/def2-TZVPD.

The value obtained for the energy above the lowest of the compared OMol25 structures with the same formula, charge and spin is 88.3 kcal per mole. The expectation value of S² is 2.04. Its total energy is -986.915688 hartree. For the HOMO-LUMO gap (alpha / beta), the calculation gives 6.83 / 6.92 eV. Its multiplicity is 3. For the molar mass, the calculation gives 209.27 Da.

```
25
Properties=species:S:1:pos:R:3:nbo_charge:R:1
C -0.55 0.45 -0.70 0.406
C -0.49 -0.50 0.14 -0.420
C -0.05 -0.36 1.57 0.242
C -0.64 -1.87 -0.09 0.374
C 0.18 2.27 1.37 -0.420
C 1.45 1.59 1.59 -0.383
C 0.10 0.99 2.11 -0.283
C -0.59 -3.75 1.67 -0.403
C -0.58 1.16 -4.25 -0.805
N -0.53 1.38 -1.46 -0.646
N 0.15 -1.54 2.08 -0.246
N -0.25 -2.45 1.11 -0.285
O 1.55 0.29 -2.57 -0.952
S 0.64 1.42 -2.78 1.315
H -0.11 3.20 1.87 0.227
H 0.02 2.38 0.33 0.242
H 1.84 1.05 0.73 0.214
H 2.20 2.02 2.19 0.216
H 0.06 1.06 3.14 0.239
H -0.96 -3.54 2.67 0.225
H -1.43 -4.17 0.99 0.208
H 0.24 -4.51 1.68 0.211
H 0.07 0.73 -5.10 0.249
H -0.99 2.25 -4.44 0.243
H -1.31 0.44 -3.86 0.232
```

2 unconnected molecules or ions with the total composition C4H12 at a distorted geometry, computed with ωB97M-V/def2-TZVPD.

The value obtained for the energy above the lowest of the compared OMol25 structures with the same formula, charge and spin is 9.5 kcal per mole. The expectation value of S² is 0.75. Its total energy is -159.515063 hartree. For the HOMO-LUMO gap (alpha / beta), the calculation gives 2.77 / 11.96 eV. Its multiplicity is 2. For the molar mass, the calculation gives 60.14 Da. Its net charge is -1.

```
16
Properties=species:S:1:pos:R:3:nbo_charge:R:1
C 0.59 1.39 0.67 -0.925
C 1.12 1.58 2.07 -0.814
H -0.17 0.62 0.70 0.191
H 0.18 2.30 0.21 0.181
H 1.32 1.10 -0.12 0.182
H 2.03 2.15 2.12 0.186
H 1.24 0.62 2.57 0.192
H 0.30 2.14 2.60 0.181
C -1.03 -1.83 -0.73 -0.853
C -0.66 -1.13 -2.02 -0.691
H -0.85 -2.92 -0.74 0.184
H -0.47 -1.50 0.13 0.204
H -2.10 -1.74 -0.55 0.188
H -0.28 -1.78 -2.80 0.193
H 0.14 -0.39 -1.78 0.207
H -1.52 -0.52 -2.37 0.193
```

A single C8H9Br2N molecule at a distorted geometry, computed with ωB97M-V/def2-TZVPD.

The value obtained for the energy above the lowest of the compared OMol25 structures with the same formula, charge and spin is 0.7 kcal per mole. Its total energy is -5512.975223 hartree. For the HOMO-LUMO gap, the calculation gives 8.51 eV. Its SMILES is CN(c1ccccc1)C(Br)Br. Its multiplicity is 1. For the molar mass, the calculation gives 278.97 Da.

```
20
Properties=species:S:1:pos:R:3:nbo_charge:R:1
C 1.61 0.27 1.86 -0.428
N 1.43 0.54 0.49 -0.462
C 0.21 0.20 -0.12 0.161
C -0.65 -0.67 0.58 -0.239
C -1.81 -0.96 -0.11 -0.184
C -2.08 -0.37 -1.34 -0.221
C -1.26 0.49 -1.99 -0.191
C -0.11 0.82 -1.30 -0.228
C 2.51 0.31 -0.44 -0.054
Br 4.10 1.30 -0.03 0.089
Br 3.11 -1.88 -0.47 -0.213
H 1.71 -0.81 2.05 0.202
H 2.52 0.73 2.23 0.228
H 0.71 0.61 2.46 0.220
H -0.45 -1.09 1.54 0.230
H -2.64 -1.46 0.32 0.216
H -3.00 -0.73 -1.84 0.211
H -1.33 0.74 -3.08 0.228
H 0.64 1.37 -1.74 0.197
H 2.15 0.66 -1.49 0.238
```